40 unconnected molecules or ions with the total composition H80O40 in a non-equilibrium geometry, computed with wB97M-V/def2-TZVPD.

The energy relative to the best compared isomer or geometry (same formula, charge and spin) comes out at 966.2 kJ/mol. The value obtained for the energy is -3057.38932 hartree. The HOMO energy is -10.13 eV. As for the total charge: 0. For the HOMO-LUMO gap, the calculation gives 9.40 eV.

Last column: Löwdin charge in e.
Positions of all 120 atoms, in Å:
H  2.133  -1.719  -2.297  0.03
H  2.620  -0.224  -2.760  0.01
O  2.224  -0.782  -2.074  -0.06
H  -5.405  4.399  1.041  0.05
H  -4.291  3.631  1.446  0.01
O  -5.148  3.469  0.989  -0.07
H  3.385  2.447  0.211  0.03
H  3.921  1.082  0.331  0.02
O  4.021  1.865  -0.226  -0.04
H  3.915  -1.898  1.049  -0.04
H  5.522  -1.740  1.221  0.04
O  4.788  -1.933  0.649  -0.05
H  5.049  0.293  3.403  -0.08
H  5.930  1.402  2.986  0.03
O  5.314  1.173  3.687  -0.07
H  -5.013  1.804  -0.159  0.03
O  -4.312  1.155  -0.307  -0.07
H  1.768  -3.059  -4.259  0.05
O  1.422  -3.115  -3.363  -0.04
H  -5.301  -1.105  0.299  0.02
H  -5.139  0.220  0.633  -0.02
O  -5.821  -0.463  0.808  -0.08
H  -1.853  -1.883  -4.297  0.07
H  -1.878  -2.180  -2.779  0.03
O  -2.406  -2.226  -3.591  -0.04
H  3.253  -0.445  -5.459  0.04
H  4.298  -0.867  -4.459  0.03
O  3.389  -1.054  -4.725  -0.06
H  -0.937  0.237  2.657  0.01
H  -0.772  -1.076  2.206  0.02
O  -0.188  -0.290  2.305  -0.09
H  0.922  1.946  -2.882  0.03
O  0.473  1.326  -2.310  -0.05
H  -1.393  3.110  -2.938  0.00
H  -1.210  3.646  -1.578  0.00
O  -1.916  3.500  -2.230  -0.06
H  -2.042  2.004  3.996  0.04
H  -3.186  1.456  3.322  0.09
O  -2.220  1.385  3.285  -0.02
H  0.163  3.332  0.473  0.01
H  -0.140  4.809  0.584  0.04
O  0.335  4.202  0.004  -0.09
H  1.459  4.566  -2.468  0.00
H  1.721  4.823  -3.925  0.05
O  1.041  4.926  -3.256  -0.04
H  0.479  -6.459  1.490  0.06
H  -0.407  -5.387  2.262  -0.01
O  -0.370  -6.258  1.887  -0.04
H  -3.034  -3.454  0.046  0.05
H  -4.415  -4.115  0.217  0.07
O  -3.974  -3.329  -0.119  -0.02
H  -1.211  -0.220  -0.764  0.05
O  -0.970  -0.916  -1.384  -0.04
H  -1.433  -5.364  -0.098  -0.01
H  -0.586  -5.726  -1.183  0.03
O  -1.195  -6.164  -0.570  -0.07
H  -0.462  -2.085  5.149  0.03
O  0.446  -2.052  4.867  -0.06
H  2.285  4.954  -0.539  0.00
H  3.326  4.799  -1.502  0.04
O  2.830  5.528  -1.102  -0.05
H  -3.498  -1.344  -2.578  0.02
H  -3.705  -1.269  -1.115  0.00
O  -3.609  -0.679  -1.864  -0.07
H  0.131  -3.005  1.885  0.00
H  -0.236  -2.315  0.747  0.01
O  0.191  -3.172  0.927  -0.05
H  1.787  -0.134  5.220  0.06
H  1.513  0.983  4.497  0.05
O  2.277  0.389  4.556  -0.07
H  4.926  1.200  -2.714  0.06
H  4.046  -0.038  -2.332  0.00
O  4.335  0.525  -3.057  -0.08
H  -2.912  5.338  0.745  0.07
H  -2.599  4.897  2.262  0.05
O  -2.707  4.624  1.344  -0.03
H  -1.048  3.243  -5.374  0.06
H  -0.418  4.398  -4.922  0.04
O  -0.173  3.647  -5.492  -0.07
H  0.716  1.567  -5.862  0.04
H  1.250  2.112  -4.727  0.02
O  0.973  1.219  -4.994  -0.07
H  -1.129  4.024  2.787  0.01
H  -1.098  3.287  4.127  0.01
O  -1.079  4.154  3.736  -0.01
H  5.517  -2.729  -2.831  0.04
H  5.152  -2.053  -1.450  0.00
O  5.533  -1.914  -2.325  -0.05
H  -2.670  -2.178  3.429  0.04
O  -1.918  -1.587  3.607  -0.07
H  0.834  1.201  1.128  0.03
H  0.727  1.405  -0.452  0.01
O  0.549  1.775  0.410  -0.04
H  -0.442  -0.471  -2.063  0.02
H  -4.072  1.168  -1.233  0.05
H  0.680  -1.730  4.006  -0.02
H  1.058  -2.216  -3.446  0.03
H  0.873  0.449  -2.365  0.00
H  -2.477  -0.805  3.711  0.04
O  -4.164  -2.053  2.278  -0.05
H  -4.965  -2.568  2.227  0.06
H  -3.936  -1.810  1.384  0.01
O  1.222  -4.151  3.279  -0.03
H  2.150  -4.305  3.452  0.06
H  0.817  -5.016  3.262  0.02
O  -1.758  -5.151  -3.340  -0.04
H  -1.572  -5.565  -4.178  0.03
H  -2.047  -4.243  -3.380  -0.01
O  -6.782  0.465  -1.567  -0.05
H  -6.708  0.586  -0.616  0.00
H  -6.219  1.147  -1.918  0.01
O  4.134  -0.839  3.452  -0.05
H  3.606  -1.025  4.230  0.07
H  3.602  -0.492  2.724  0.03
O  2.602  3.011  4.482  -0.07
H  2.636  2.532  3.646  0.01
H  3.485  2.737  4.774  0.04
O  2.523  -1.270  1.292  -0.02
H  1.956  -1.258  2.056  0.04
H  2.336  -0.603  0.631  0.06



40 unconnected molecules or ions with the total composition H80O40 in a non-equilibrium geometry, computed with wB97M-V/def2-TZVPD.

The energy relative to the best compared isomer or geometry (same formula, charge and spin) comes out at 1861.6 kJ/mol. The value obtained for the energy is -3057.04831 hartree. The HOMO energy is -10.36 eV. As for the total charge: 0. For the HOMO-LUMO gap, the calculation gives 9.66 eV.

Last column: Löwdin charge in e.
Positions of all 120 atoms, in Å:
H  2.427  4.193  4.810  0.15
H  1.231  4.696  3.548  0.03
O  1.583  3.987  4.196  -0.17
H  -0.949  -3.442  3.864  0.09
H  -0.506  -4.564  4.551  0.00
O  -0.603  -4.378  3.665  -0.03
H  0.577  3.258  5.544  -0.03
H  -0.529  2.580  6.311  -0.04
O  -0.152  3.381  6.154  -0.02
H  4.220  -0.143  2.121  0.02
H  4.369  0.820  1.284  0.02
O  4.502  0.774  2.252  -0.07
H  0.979  1.550  -6.651  -0.08
H  0.764  2.392  -5.501  0.07
O  1.392  1.772  -5.955  0.03
H  -1.432  -1.148  1.079  -0.03
O  -1.636  -0.318  0.768  -0.12
H  -5.146  0.335  -0.782  -0.07
O  -5.552  0.056  -0.083  0.12
H  5.174  -0.868  -2.177  -0.03
H  5.532  -0.297  -3.432  0.14
O  5.439  0.045  -2.389  -0.14
H  1.754  2.616  -3.344  -0.01
H  2.033  3.931  -4.177  0.10
O  1.448  3.483  -3.519  -0.02
H  1.435  4.500  -1.716  -0.09
H  1.018  5.942  -1.525  0.01
O  1.704  5.318  -1.480  -0.02
H  -1.803  -3.799  0.284  0.05
H  -0.632  -4.071  -0.931  0.15
O  -1.368  -3.410  -0.476  -0.08
H  -6.032  2.213  -2.567  0.10
O  -5.253  1.550  -2.584  -0.10
H  0.781  -0.121  5.349  -0.03
H  0.642  -1.322  6.231  0.10
O  1.179  -0.880  5.549  0.02
H  1.123  2.040  3.192  0.05
H  -0.300  2.147  2.788  0.00
O  0.547  2.165  2.426  -0.01
H  0.808  6.230  1.566  0.12
H  0.126  4.812  1.757  0.04
O  0.892  5.374  2.087  -0.06
H  -0.005  3.053  -1.063  0.12
H  0.267  3.867  0.213  -0.10
O  -0.088  3.957  -0.574  -0.03
H  0.000  -0.279  -1.225  0.06
H  -1.350  -0.793  -2.078  0.09
O  -0.822  -0.012  -1.745  -0.08
H  1.768  -2.285  -1.810  -0.01
H  1.005  -1.569  -2.979  0.04
O  1.439  -1.455  -2.112  -0.06
H  -5.404  -4.038  0.703  0.06
O  -4.462  -3.936  0.423  -0.09
H  -2.036  6.306  -1.292  0.02
H  -2.077  4.844  -1.011  -0.06
O  -2.630  5.560  -1.244  -0.04
H  -1.892  3.566  2.852  0.09
O  -2.425  4.132  2.155  -0.06
H  -5.937  0.737  1.651  -0.15
H  -5.513  2.140  2.087  0.07
O  -5.936  1.296  2.246  0.06
H  -2.038  -1.795  -3.995  -0.02
H  -3.369  -1.916  -4.021  0.04
O  -2.654  -2.190  -4.605  -0.05
H  3.991  -2.375  -4.200  0.06
H  4.679  -2.869  -2.723  -0.01
O  4.812  -2.515  -3.636  -0.10
H  1.951  -2.058  4.386  0.05
H  1.145  -3.411  3.784  -0.02
O  1.983  -2.948  3.861  -0.10
H  2.147  3.015  0.196  0.17
H  2.932  2.394  -1.006  -0.07
O  2.163  2.400  -0.685  0.01
H  2.538  -4.338  -2.247  -0.07
H  1.638  -5.319  -2.803  -0.04
O  1.771  -4.736  -2.184  0.10
H  2.511  0.987  -3.412  0.00
H  3.121  -0.355  -3.185  -0.06
O  2.751  0.176  -3.806  0.02
H  0.945  -0.618  -5.199  0.02
H  0.333  -2.000  -5.951  0.10
O  0.323  -1.363  -5.172  -0.08
H  0.669  -1.888  0.557  -0.16
H  0.168  -3.192  -0.233  0.08
O  0.971  -2.596  0.255  -0.05
H  2.331  -4.369  -4.508  -0.03
H  1.916  -2.983  -4.145  0.07
O  2.259  -3.580  -4.936  -0.04
H  -3.019  2.728  0.214  0.01
O  -3.098  2.878  -0.729  -0.04
H  -0.275  -3.826  -4.344  0.03
H  -1.104  -5.241  -4.473  0.06
O  -0.951  -4.436  -3.939  -0.08
H  -4.483  -3.062  -0.069  0.05
H  -1.005  0.115  -0.076  0.14
H  -1.733  4.353  1.539  -0.02
H  -5.407  -0.645  0.382  -0.04
H  -4.539  2.236  -2.740  0.06
H  -2.995  2.008  -1.156  0.04
O  3.210  -5.231  1.919  -0.09
H  3.044  -4.265  1.567  0.07
H  2.891  -4.955  2.763  -0.02
O  -3.257  0.732  4.885  0.00
H  -3.951  1.354  4.707  0.06
H  -2.551  1.240  4.735  -0.05
O  0.526  -0.768  2.334  -0.02
H  0.765  0.062  2.647  -0.03
H  0.783  -1.417  3.029  0.03
O  -3.950  -1.778  5.458  -0.03
H  -4.013  -1.618  4.484  0.06
H  -3.347  -1.193  5.715  -0.09
O  -3.126  0.950  2.389  -0.05
H  -3.960  0.723  2.042  -0.03
H  -2.588  0.268  1.987  -0.02
O  2.890  -0.414  0.170  -0.01
H  2.596  0.423  0.370  -0.03
H  2.778  -0.369  -0.775  0.01
O  4.056  -3.153  -1.232  -0.06
H  3.331  -3.076  -0.436  0.15
H  4.805  -2.671  -1.035  0.01



40 unconnected molecules or ions with the total composition H80O40 in a non-equilibrium geometry, computed with wB97M-V/def2-TZVPD.

The energy relative to the best compared isomer or geometry (same formula, charge and spin) comes out at 1163.7 kJ/mol. The value obtained for the energy is -3057.31412 hartree. The HOMO energy is -10.15 eV. As for the total charge: 0. For the HOMO-LUMO gap, the calculation gives 9.72 eV.

Last column: Löwdin charge in e.
Positions of all 120 atoms, in Å:
H  -0.763  -3.858  0.874  0.03
H  -2.262  -3.696  0.805  0.07
O  -1.465  -3.271  1.166  -0.07
H  1.328  -3.548  1.816  0.00
H  1.815  -2.950  0.469  0.07
O  1.475  -2.681  1.408  -0.08
H  -1.097  4.969  -0.674  0.01
H  -0.970  3.558  -1.654  0.03
O  -1.054  3.986  -0.796  -0.11
H  4.685  4.096  -2.307  0.09
H  4.814  2.830  -3.166  0.02
O  4.428  3.121  -2.356  -0.08
H  -1.048  -3.894  4.747  0.04
H  -0.015  -4.862  4.485  0.01
O  -0.918  -4.733  4.241  -0.05
H  -3.430  -1.839  5.745  0.05
O  -2.760  -1.219  5.494  -0.01
H  -1.440  -5.155  -1.658  0.11
O  -1.390  -4.192  -1.345  -0.05
H  1.465  4.182  -1.246  0.13
H  1.792  3.093  -2.185  0.01
O  0.993  3.513  -1.931  -0.10
H  2.337  -5.511  -1.042  0.09
H  2.121  -4.839  0.239  -0.03
O  1.648  -5.507  -0.285  -0.10
H  0.288  3.646  0.142  0.03
H  1.231  4.062  1.254  0.00
O  1.180  3.387  0.596  -0.14
H  -0.572  1.845  -2.103  -0.01
H  -1.763  1.237  -1.317  0.09
O  -1.469  1.543  -2.255  -0.07
H  -2.244  2.005  -4.482  0.00
O  -1.707  2.115  -5.312  -0.08
H  -1.950  -0.195  2.656  0.01
H  -1.136  0.544  3.538  0.05
O  -1.706  0.715  2.759  -0.07
H  -5.366  -0.808  1.161  0.03
H  -4.569  -0.861  2.461  -0.02
O  -5.324  -1.179  2.032  -0.01
H  -2.025  -1.643  -0.391  -0.01
H  -1.199  -0.393  0.347  0.01
O  -1.534  -0.853  -0.457  -0.04
H  2.069  -0.484  -4.831  0.09
H  0.940  0.234  -5.899  0.10
O  1.641  0.363  -5.163  -0.10
H  2.617  1.388  -0.019  0.05
H  1.898  0.138  -0.287  0.02
O  2.814  0.487  -0.386  -0.06
H  4.658  -4.223  0.786  0.03
H  4.627  -3.664  -0.585  0.05
O  4.506  -4.501  -0.115  -0.04
H  -5.577  2.039  1.866  0.06
O  -4.684  2.171  1.546  -0.03
H  0.110  -3.595  -3.098  -0.01
H  0.964  -3.739  -4.450  0.07
O  0.768  -4.095  -3.576  -0.03
H  -1.512  -2.233  2.852  0.02
O  -0.848  -1.586  3.141  -0.13
H  0.262  5.945  0.601  0.01
H  1.099  6.214  1.745  0.08
O  1.182  5.907  0.825  -0.03
H  -0.194  1.039  1.985  0.01
H  -0.621  1.687  0.682  0.03
O  -0.060  1.001  1.018  -0.06
H  4.795  -0.281  -2.567  0.00
H  6.242  0.192  -3.152  0.02
O  5.368  -0.131  -3.297  -0.04
H  0.661  1.850  3.445  0.03
H  1.453  2.577  4.567  0.05
O  1.412  2.501  3.586  -0.07
H  -5.154  -1.822  -1.987  0.08
H  -4.769  -1.811  -3.280  -0.01
O  -4.939  -1.103  -2.684  -0.08
H  -4.953  1.411  -3.844  0.06
H  -3.895  1.406  -2.725  0.03
O  -3.995  1.386  -3.701  -0.06
H  3.452  -1.975  2.692  0.00
H  3.311  -0.851  1.707  0.04
O  3.895  -1.614  1.951  -0.06
H  -2.318  6.186  -1.042  0.08
H  -1.172  6.143  -2.038  0.14
O  -1.388  6.580  -1.112  -0.09
H  -2.178  -3.223  -4.501  0.06
H  -2.369  -1.736  -4.348  -0.01
O  -2.808  -2.469  -4.777  -0.10
H  -1.556  0.590  5.637  -0.01
H  -0.555  -0.002  6.804  0.02
O  -0.722  0.484  6.035  -0.01
H  0.789  0.486  -1.909  0.08
O  0.690  -0.057  -2.766  -0.07
H  2.474  -5.604  2.058  0.07
H  1.267  -6.296  1.924  0.08
O  1.553  -5.481  2.412  -0.09
H  -3.888  2.190  2.027  -0.02
H  -2.057  -1.611  5.036  -0.02
H  -0.337  -1.551  2.174  0.13
H  -1.105  -3.640  -2.082  0.01
H  -0.818  2.224  -4.960  0.01
H  0.899  0.575  -3.413  -0.01
O  4.166  3.672  0.015  -0.05
H  4.486  4.246  0.691  0.03
H  3.201  3.755  0.159  0.01
O  2.256  -2.722  -1.737  -0.04
H  1.767  -3.226  -2.432  0.01
H  1.627  -2.065  -1.519  -0.01
O  2.227  -0.166  5.884  -0.03
H  1.421  -0.666  6.054  0.03
H  2.517  0.659  6.150  -0.01
O  5.697  0.736  -0.197  -0.07
H  5.433  1.467  -0.753  -0.01
H  5.006  0.061  -0.035  0.02
O  -0.576  -1.650  -4.293  -0.08
H  -0.346  -1.207  -5.132  0.07
H  -0.573  -1.010  -3.554  0.04
O  -3.907  3.979  -1.511  -0.05
H  -3.313  3.236  -1.629  -0.01
H  -3.664  4.283  -0.628  0.02
O  -3.889  1.643  4.368  -0.08
H  -3.679  1.401  3.410  0.01
H  -4.224  0.799  4.709  0.03